58
Properties=species:S:1:pos:R:3:nbo_charge:R:1 method="wB97M-V/def2-TZVPD" charge=+1 e_lumo_ev=-2.62
C -1.67420 -7.25153 5.26982 -0.3108
C -0.56304 -7.41511 6.30000 -0.0262
C 0.72881 -7.64316 5.81425 -0.2343
C 1.81011 -7.77833 6.68980 -0.2133
C 1.61930 -7.61119 8.06173 -0.2183
C 0.35123 -7.30307 8.54687 -0.2145
C -0.73893 -7.22513 7.67273 -0.1628
C -3.00578 -6.66424 5.71547 0.0804
C -4.02938 -7.16348 4.88968 -0.0834
C -5.33540 -6.67688 4.99349 -0.1839
C -5.63099 -5.75207 6.00392 -0.2098
C -4.60136 -5.23520 6.80125 -0.2003
C -3.26646 -5.64231 6.61667 -0.2558
C -3.45201 -8.15528 3.97231 0.0100
C -2.09755 -8.36666 4.30730 0.0029
C -1.27300 -9.09838 3.45682 -0.2162
C -1.84802 -9.72001 2.34063 -0.2062
C -3.21582 -9.57762 2.05102 -0.2078
C -4.02321 -8.76557 2.85670 -0.2006
H 0.87247 -7.73574 4.73089 0.2015
H 2.78235 -8.03843 6.27496 0.2190
H 2.46118 -7.73351 8.73855 0.2246
H 0.19702 -7.14480 9.60686 0.2231
H -1.73296 -7.01862 8.05835 0.2188
H -6.07848 -7.03835 4.28686 0.2178
H -6.66466 -5.42312 6.15608 0.2254
H -4.82602 -4.50770 7.57970 0.2176
H -2.44205 -5.18991 7.16533 0.2109
H -0.21946 -9.21019 3.69131 0.2112
H -1.23285 -10.32703 1.68632 0.2194
H -3.65350 -10.05202 1.17113 0.2237
H -5.07434 -8.56590 2.64219 0.2160
C 2.69472 -4.58541 3.16393 -0.6448
C 1.19379 -4.58379 3.38530 -0.2285
N 0.70367 -3.22794 3.80841 -0.4219
C 1.36861 -2.76150 5.08762 -0.2075
C 1.19259 -3.82030 6.15091 -0.6484
C 0.88570 -2.19482 2.74884 -0.2071
C -0.26550 -1.23411 3.05116 -0.5924
B -0.83135 -2.85815 3.87240 0.2252
Br -1.92538 -4.03934 2.75212 -0.0326
H -1.24212 -6.61207 4.52343 0.2263
H 3.02157 -5.54146 2.73244 0.2588
H 3.00466 -3.79154 2.47137 0.2134
H 3.24530 -4.44219 4.10143 0.2218
H 0.65248 -4.85046 2.47399 0.2409
H 0.89735 -5.30565 4.15163 0.2489
H 2.42545 -2.54226 4.86874 0.2234
H 0.86758 -1.82786 5.38420 0.2173
H 1.54850 -3.44107 7.11440 0.2530
H 0.14316 -4.11770 6.25780 0.2340
H 1.77729 -4.71716 5.94083 0.2325
H 1.89836 -1.76806 2.86294 0.2471
H 0.86265 -2.67477 1.76037 0.2568
H -0.55727 -0.76749 2.11092 0.3065
H -1.27236 -1.62438 3.39167 0.3089
H 0.03594 -0.50125 3.80576 0.2715
H -1.22962 -2.75925 4.97804 0.0189